(1)
9
Properties=species:S:1:pos:R:3:forces:R:3 method="wB97M-V/def2-TZVPD" orbital_gap_ev="7.562 / 6.873" energy_ha=-1278.66068 homo_ev="-9.564 / -9.055" relative_energy_kcal_mol=76.2 largest_force_ev_per_a=3.02 e_lumo_ev="-2.0 / -2.2"
F 4.620181 -1.213061 -0.047392 0.179 -1.190 -0.512
F 3.891868 -0.750445 2.447486 -0.596 -0.611 -0.968
F 4.371773 0.996962 0.872993 -0.284 0.640 -0.303
Si 0.467852 0.907428 -0.189205 0.180 -2.546 1.612
Si 3.640331 -0.420341 0.875955 -0.515 1.936 1.217
S -0.373045 -0.639208 -1.422050 -0.496 0.033 0.051
H -0.086717 0.828603 1.260127 0.470 0.479 -1.193
H 0.285730 2.027028 -1.034554 0.199 1.452 -0.143
H -1.557516 0.002585 -1.723683 0.864 -0.193 0.238


(2)
134
Properties=species:S:1:pos:R:3:forces:R:3 method="wB97M-V/def2-TZVPD" orbital_gap_ev=6.261 energy_ha=-5922.89816 charge=-1 homo_ev=-4.220 largest_force_ev_per_a=2.84 e_lumo_ev=2.0
C -0.502475 -3.878079 3.205461 -0.338 1.075 0.488
C 0.537657 -2.853794 2.737627 0.619 -1.230 -0.575
C 1.828472 -3.638500 2.344015 -0.575 0.047 0.335
C 0.043622 -2.045358 1.541477 -0.276 0.717 0.763
P -1.160573 -0.629330 2.016405 2.195 -0.410 1.750
C -0.023208 0.739580 1.342273 -1.218 0.195 -0.433
C -0.649765 2.112000 1.075965 1.661 0.292 -0.615
C 0.264000 2.870166 0.070576 -0.447 0.127 0.743
C -0.737990 2.969599 2.344176 -0.751 -0.001 -0.711
O -2.458935 0.495619 2.446739 -0.003 0.417 -0.369
C -3.623013 -0.008567 1.947959 -0.568 -0.804 0.541
C -4.865233 0.832968 2.113727 0.099 -0.175 -0.149
N -5.861376 0.308822 1.159071 0.220 0.348 0.296
C -3.352145 -0.546814 0.522217 0.100 -0.598 -1.101
P -3.601046 0.573942 -0.958921 -0.364 0.583 0.798
S -4.009370 2.465283 -0.645142 -0.455 0.534 0.819
P -4.142204 -2.202919 0.115857 0.666 0.222 -0.269
O -3.254750 -3.047732 -0.689404 0.425 -0.443 -0.575
O -4.519169 -2.966674 1.470067 -0.341 0.019 0.189
O -5.517248 -2.007777 -0.688433 -0.639 0.210 0.124
O -2.001917 -0.843038 0.455331 -0.080 0.228 0.173
H -0.061827 -4.657709 3.813267 0.106 -0.377 -0.038
H -1.218756 -3.361956 3.836549 -0.326 -0.013 0.131
H -1.066834 -4.256619 2.360352 0.070 -0.433 -0.195
H 0.795108 -2.226199 3.582848 -0.075 0.378 0.112
H 2.056628 -3.511495 1.294583 0.312 0.180 -0.210
H 1.679500 -4.699024 2.500320 0.020 -0.371 0.014
H 2.662971 -3.361868 2.979030 0.353 0.178 -0.116
H 0.917270 -1.685544 1.004441 0.033 0.212 -0.226
H -0.522855 -2.707241 0.895220 -0.026 -0.144 -0.356
H -0.548737 -0.413686 3.327493 -0.055 -0.135 -0.086
H -1.946409 -1.657699 2.690332 -0.545 0.023 -0.586
H 0.451575 0.399746 0.427618 -0.078 -0.248 -0.307
H 0.780278 0.890865 2.054103 0.257 -0.241 0.347
H -1.609516 2.030688 0.589847 -0.393 -0.191 0.156
H 0.985675 3.440978 0.633377 0.463 0.123 0.183
H 0.814036 2.196559 -0.575184 -0.006 -0.128 -0.388
H -0.315034 3.574339 -0.519125 0.571 -0.390 0.613
H -0.025045 2.629888 3.083325 0.077 -0.050 0.326
H -0.518713 3.999362 2.083152 0.102 0.339 0.086
H -1.750801 2.956672 2.724314 -0.117 -0.177 0.491
H -3.857516 -0.926293 2.501888 -0.017 -0.243 0.061
H -5.209792 0.698618 3.132568 -0.083 0.132 0.349
H -4.651967 1.877617 1.969897 -0.030 0.325 -0.302
H -6.384719 1.068678 0.747945 -0.137 -0.044 -0.065
H -6.474906 -0.311476 1.662175 -0.270 -0.025 -0.110
H -4.572183 0.035843 -1.821846 0.217 -0.297 0.038
H -2.397055 0.471845 -1.669957 -0.128 -0.673 0.475
H -3.999959 -3.788455 1.454532 -0.076 0.220 0.143
H -5.441943 -2.491729 -1.523187 0.095 -0.034 0.195
C -8.351039 -2.976061 1.101324 -0.251 -0.188 0.009
C -8.906855 -1.640757 1.544726 0.621 -0.174 -0.003
O -10.277779 -1.479095 1.116326 -0.207 0.110 0.047
C -11.199411 -2.049872 1.872834 0.511 0.066 0.023
O -11.021949 -2.681864 2.872141 -0.217 -0.027 0.012
C -12.593075 -1.744740 1.298249 -0.372 -0.029 -0.151
F -12.622727 -1.911768 -0.033509 -0.032 0.041 0.265
F -12.934701 -0.471384 1.566717 0.065 -0.223 -0.052
F -13.513980 -2.546362 1.839674 0.175 0.172 -0.094
H -8.461435 -3.092759 0.023400 0.114 0.084 -0.025
H -7.294021 -3.051706 1.355895 0.011 0.068 -0.038
H -8.883812 -3.798447 1.579345 0.021 0.027 0.092
H -8.354248 -0.833834 1.072383 -0.246 0.089 -0.161
H -8.829835 -1.511219 2.623607 -0.229 -0.054 0.032
C 4.870388 4.385520 -4.452486 -0.011 0.269 0.257
C 4.900815 2.999736 -3.847286 0.054 -0.059 -0.659
O 5.108143 3.047554 -2.423595 -0.094 -0.032 0.259
C 4.002906 3.323722 -1.734893 0.122 -0.095 -0.408
O 2.928342 3.558659 -2.195936 -0.093 0.076 0.204
C 4.274717 3.251263 -0.226144 -0.151 -0.049 0.582
F 5.429855 3.871349 0.109079 -0.450 -0.168 -0.203
F 4.377430 1.971414 0.167097 0.037 0.229 -0.145
F 3.281699 3.820261 0.447337 0.431 -0.021 -0.110
H 5.777419 4.944967 -4.218236 0.081 -0.114 -0.026
H 4.768842 4.320472 -5.532531 0.039 -0.022 -0.030
H 4.028207 4.955832 -4.061516 -0.059 -0.050 -0.074
H 5.726193 2.417916 -4.252026 0.102 0.002 0.200
H 3.981167 2.458386 -4.062593 -0.036 0.015 0.095
C 5.006200 -9.378981 4.108933 0.016 0.222 0.149
C 3.515395 -9.528912 3.894210 0.271 -0.337 -0.240
O 2.771239 -8.736374 4.835199 -0.165 0.101 0.065
C 2.637098 -7.447743 4.526142 0.163 -0.367 -0.200
O 3.075633 -6.903439 3.559617 -0.039 0.129 0.082
C 1.783221 -6.748445 5.596787 -0.148 0.306 0.280
F 2.167575 -7.115673 6.833957 -0.102 0.079 -0.240
F 0.491721 -7.086464 5.444406 0.249 0.039 0.037
F 1.894312 -5.427597 5.498216 -0.025 -0.290 0.018
H 5.267847 -9.618121 5.140157 -0.009 -0.096 -0.018
H 5.553181 -10.045264 3.442654 -0.025 -0.025 -0.012
H 5.327993 -8.356514 3.915574 -0.020 -0.006 -0.088
H 3.206758 -10.557146 4.071270 -0.108 0.055 0.147
H 3.228622 -9.267130 2.876920 -0.033 0.175 0.037
C -0.253516 -0.624654 -4.929188 0.209 0.074 -0.091
C 0.309106 -0.728346 -6.330441 -0.264 -0.532 0.295
O 0.641869 0.570527 -6.870474 0.163 0.138 -0.170
C 1.790771 1.085506 -6.469510 -0.359 -0.411 0.089
O 2.561546 0.603722 -5.692864 0.205 0.155 -0.049
C 2.046211 2.423178 -7.183946 -0.102 0.396 -0.020
F 0.951566 3.196805 -7.219455 0.254 -0.207 0.015
F 2.440794 2.209502 -8.453278 -0.012 0.020 0.265
F 3.008812 3.093843 -6.545078 -0.116 -0.069 -0.255
H -1.105783 0.042623 -4.913256 -0.173 -0.024 -0.076
H -0.567650 -1.607623 -4.579476 0.007 -0.019 -0.018
H 0.487484 -0.233059 -4.235057 0.028 -0.064 0.014
H -0.429317 -1.141228 -7.014315 -0.013 0.188 -0.096
H 1.183403 -1.377105 -6.358950 0.156 0.169 -0.017
C 8.120153 4.411375 0.842652 0.528 0.145 -0.152
C 8.605110 3.254967 1.686679 -0.562 0.167 0.126
O 9.795814 2.659457 1.125853 0.179 -0.103 0.014
C 10.938174 3.265533 1.401126 -0.468 0.062 0.136
O 11.089879 4.249556 2.063479 0.202 -0.018 -0.040
C 12.099672 2.481929 0.766801 0.330 -0.110 -0.225
F 11.818651 2.125756 -0.496359 0.089 0.058 0.255
F 12.341060 1.362978 1.473021 -0.050 0.195 -0.123
F 13.214552 3.217117 0.755260 -0.217 -0.154 0.020
H 7.968512 4.092586 -0.187279 -0.127 -0.051 0.016
H 7.185801 4.795941 1.235142 -0.054 0.004 0.065
H 8.849611 5.222121 0.832215 0.013 -0.013 0.105
H 7.861937 2.461019 1.703473 0.134 -0.130 -0.109
H 8.789451 3.556413 2.716423 0.209 0.028 -0.028
C -1.554645 6.796848 -3.509710 0.166 -0.192 -0.107
C -2.720940 6.007510 -2.954956 -0.044 0.411 0.109
O -2.742999 4.670523 -3.485110 0.003 -0.197 -0.054
C -1.928573 3.803947 -2.886152 -0.416 0.485 0.192
O -1.194801 4.030744 -1.975710 -0.376 0.302 -1.217
C -2.095666 2.415570 -3.523442 -0.173 -0.241 -0.111
F -2.121418 2.490776 -4.869627 0.087 -0.011 0.199
F -3.247415 1.850090 -3.126569 0.519 0.332 -1.851
F -1.092239 1.612934 -3.170422 -0.077 0.282 0.005
H -1.575180 6.790805 -4.600174 -0.068 0.067 -0.008
H -1.596893 7.828388 -3.161641 -0.035 0.015 0.016
H -0.605435 6.364753 -3.195069 -0.012 0.013 0.090
H -3.664443 6.456604 -3.258276 -0.049 -0.160 -0.095
H -2.702936 5.976588 -1.866737 0.079 -0.179 0.015


(3)
21
Properties=species:S:1:pos:R:3:forces:R:3 method="wB97M-V/def2-TZVPD" orbital_gap_ev="7.078 / 7.063" energy_ha=-822.17374 homo_ev="-7.391 / -7.853" relative_energy_kcal_mol=94.5 largest_force_ev_per_a=4.78 e_lumo_ev="-0.3 / -0.8"
C -2.722437 2.417070 1.064491 -0.785 1.290 -1.272
C -3.216175 1.207768 1.581567 1.343 0.704 -0.281
C -1.579330 2.449728 0.248734 0.059 -2.528 1.792
C -2.380469 0.083854 1.408536 0.078 -0.801 0.349
C -0.731508 1.356108 0.112757 0.673 0.170 -1.232
C -1.129122 0.131843 0.695371 -1.348 1.671 0.520
C -0.412624 -1.049732 0.670201 4.107 -0.883 -2.278
C 2.614595 -2.149255 -0.602140 -1.997 2.151 0.183
C 3.455556 -1.801754 -1.820357 -1.510 1.108 0.353
O 3.481761 -0.454030 -2.259833 0.950 -0.700 0.368
S 1.112137 -1.102201 -0.327794 0.474 0.676 -0.965
H -3.319033 3.396614 1.118760 0.834 -1.734 0.201
H -4.161787 1.369833 2.109010 0.377 -1.184 0.027
H -1.205669 3.304395 -0.154246 0.477 2.652 -1.101
H -2.523483 -0.954652 1.811546 -0.683 1.347 -0.148
H 0.234973 1.465709 -0.527169 -1.927 -0.338 1.406
H -0.497375 -1.878280 1.262882 -0.930 -1.781 1.456
H 2.592222 -3.185433 -0.538297 -0.358 -1.832 0.915
H 3.110855 -2.286825 -2.681279 -0.642 -1.582 -1.185
H 4.384391 -2.218164 -1.550267 1.680 -0.165 0.186
H 2.892525 -0.102595 -1.622472 -0.872 1.758 0.705